1.
DFT (the ωB97M-V functional and the def2-TZVPD basis) results for C22H35F4NO5P3SZn as an isolated structure in a non-equilibrium geometry.

```
! wB97M-V def2-TZVPD RIJCOSX def2/J DEFGRID3
* xyz 1 1
C -0.24 -4.31 -1.26
C -0.09 -3.14 -2.03
C 1.20 -2.29 -2.18
C 1.11 -0.80 -1.65
P 2.55 0.03 -2.60
C 2.02 0.35 -4.39
C 4.12 -0.99 -2.53
O -0.03 -0.29 -2.38
P -1.26 0.26 -1.29
N -2.10 0.81 -2.83
F -2.29 -1.12 -1.48
C -2.77 0.93 -0.29
O -2.39 1.55 0.95
C -3.22 1.05 2.01
O -4.57 1.48 1.91
C -5.51 0.40 1.86
C -6.11 0.23 0.40
O -5.82 -1.03 -0.21
P -0.61 2.38 -1.23
S -1.84 3.55 -2.22
O -0.43 -0.30 0.06
C 1.00 -0.51 -0.06
C 1.63 -1.80 0.59
C 1.94 -1.72 2.13
C 3.47 -1.46 2.40
F 4.32 -2.40 1.86
C 3.97 -0.42 3.13
F 5.04 0.27 2.60
F 3.49 -0.08 4.34
C 1.85 0.73 0.40
C 1.46 1.47 1.70
C 2.43 2.50 2.15
C 2.21 3.32 3.32
C 1.00 3.19 4.16
C 0.06 2.15 3.74
C 0.29 1.33 2.54
H 0.28 -5.26 -1.55
H -0.93 -4.26 -0.38
H -0.98 -2.83 -2.65
H 2.10 -2.86 -1.83
H 1.37 -2.20 -3.31
H 1.85 1.46 -4.50
H 2.86 -0.01 -5.09
H 1.10 -0.24 -4.68
H 4.83 -0.52 -3.28
H 4.61 -0.90 -1.53
H 3.96 -2.05 -2.87
H -1.42 0.71 -3.59
H -2.90 0.18 -2.98
H -3.45 1.57 -0.93
H -3.39 0.03 -0.02
H -3.08 -0.06 2.09
H -2.81 1.49 2.97
H -5.14 -0.57 2.30
H -6.38 0.72 2.51
H -5.78 1.10 -0.24
H -7.23 0.33 0.46
H -5.71 -1.73 0.46
H -0.30 2.86 0.09
H 0.65 2.44 -1.92
H 0.86 -2.62 0.47
H 2.60 -2.07 0.09
H 1.28 -1.06 2.74
H 1.77 -2.76 2.54
H 2.91 0.37 0.52
H 1.91 1.53 -0.40
H 3.37 2.71 1.57
H 2.96 4.11 3.60
H 0.82 3.84 5.05
H -0.87 1.99 4.33
H -0.48 0.57 2.27
Zn 2.87 -1.33 -5.92
*
```

Its HOMO-LUMO gap is 2.40 eV. For the LUMO energy, the calculation gives -7.7 eV. The value obtained for the HOMO energy is -10.10 eV. The total energy comes out at -4890.51769 Eh.



2.
DFT (the ωB97M-V functional and the def2-TZVPD basis) results for C22H35F6N6O5RhS4Si4Te as an isolated structure in a non-equilibrium geometry.

```
! wB97M-V def2-TZVPD RIJCOSX def2/J DEFGRID3
* xyz 0 5
Rh -1.66 0.38 0.03
F -3.59 -1.73 1.46
C -3.85 -1.22 2.67
F -5.02 -1.68 3.08
F -2.90 -1.63 3.51
S -3.89 0.61 2.60
O -2.52 0.94 2.19
O -4.33 1.04 3.89
N -5.04 1.01 1.56
S -4.11 1.92 -0.60
O -3.71 1.44 -1.89
O -3.32 2.86 0.10
C -5.73 4.07 -0.86
F -4.82 4.52 -1.72
F -6.95 4.38 -1.32
F -5.55 4.69 0.30
C -0.28 3.35 1.62
C -0.17 3.24 0.13
N -0.36 2.14 -0.53
C -0.31 2.33 -1.90
C -0.02 3.60 -2.27
S 0.16 4.59 -0.88
C -0.69 1.20 -2.75
C -0.83 1.18 -4.09
S -1.51 -0.31 -4.59
C -1.57 -0.84 -2.96
N -1.09 0.04 -2.12
C -2.11 -2.16 -2.55
H -0.14 2.37 2.07
H -1.29 3.68 1.87
H 0.44 4.07 2.02
H 0.09 4.01 -3.26
H -0.60 1.96 -4.81
H -1.55 -2.98 -3.01
H -3.16 -2.25 -2.86
H -2.05 -2.25 -1.47
C 3.24 -0.49 3.96
Si 3.43 -1.90 2.75
C 2.54 -3.40 3.42
C 5.25 -2.30 2.55
Si 2.48 -1.26 0.72
Te 0.04 -1.05 1.34
Si 3.43 0.66 -0.18
C 3.15 2.11 0.96
C 2.75 1.02 -1.89
C 5.29 0.41 -0.35
Si 2.45 -2.99 -0.87
C 1.70 -2.37 -2.46
C 4.21 -3.54 -1.18
C 1.44 -4.43 -0.24
H 3.55 -0.79 4.96
H 2.20 -0.17 4.02
H 3.84 0.38 3.67
H 2.87 -3.61 4.44
H 2.74 -4.29 2.81
H 1.46 -3.24 3.43
H 5.68 -2.57 3.52
H 5.81 -1.45 2.16
H 5.41 -3.14 1.87
H 2.10 2.22 1.23
H 3.48 3.04 0.48
H 3.72 1.99 1.88
H 1.70 0.74 -1.98
H 3.31 0.47 -2.64
H 2.84 2.09 -2.12
H 5.77 0.27 0.62
H 5.73 1.30 -0.82
H 5.53 -0.45 -0.98
H 2.37 -1.69 -2.98
H 0.77 -1.83 -2.27
H 1.48 -3.20 -3.13
H 4.83 -2.71 -1.51
H 4.24 -4.32 -1.95
H 4.66 -3.96 -0.27
H 0.42 -4.12 0.00
H 1.87 -4.85 0.67
H 1.39 -5.22 -0.99
O -4.52 0.65 0.20
N -5.64 2.64 -0.73
C -6.77 1.83 -0.89
C -7.91 2.06 -0.09
N -8.84 2.27 0.55
C -6.74 0.76 -1.82
N -6.72 -0.12 -2.56
*
```

Its HOMO-LUMO gap (spin up / spin down) is 7.44 / 5.91 eV. For the LUMO energy (spin up / spin down), the calculation gives -0.2 / -2.5 eV. The value obtained for the HOMO energy (spin up / spin down) is -7.61 / -8.38 eV. As for the energy above the lowest of the compared OMol25 structures with the same formula, charge and spin: 117.4 kJ/mol. The total energy comes out at -5292.50558 Eh.